Molecular formula: C84H193F9FeN11O24S3
Method: DFT, ωB97M-V with the def2-TZVPD basis set

Properties
2S+1: 6
HOMO-LUMO gap (alpha / beta): 8.62 / 5.96 eV
E: -247110.71002 eV
maximum force: 3.2 eV/A

Atoms and positions in Å:
Fe1 1.0688 -2.3203 -3.4947
C1 2.6531 -4.8299 -7.0056
F1 3.2385 -4.7925 -8.1902
F2 1.4569 -5.4526 -7.1926
F3 3.3692 -5.4961 -6.1675
S1 2.3850 -3.1698 -6.3845
O1 1.5309 -2.5527 -7.3282
O2 1.7280 -3.3139 -5.0693
O3 3.7159 -2.7327 -6.1270
C2 0.0534 -0.4479 0.5499
F4 0.4517 0.3203 1.5343
F5 0.1464 -1.7268 0.9791
F6 -1.2216 -0.1717 0.2312
S2 1.2150 -0.2584 -0.8578
O4 2.4952 -0.8026 -0.3769
O5 0.5671 -1.2389 -1.8524
O6 1.1140 1.1240 -1.2939
C3 -2.8171 -2.8560 -5.4579
F7 -4.1060 -3.0274 -5.4588
F8 -2.1908 -3.8070 -6.1770
F9 -2.5223 -1.6463 -5.9975
S3 -2.2356 -2.9707 -3.6457
O7 -0.7625 -2.8368 -3.8302
O8 -2.6929 -1.7978 -2.9658
O9 -2.6270 -4.2987 -3.2308
C4 1.0477 -0.5428 5.7500
C5 -0.1690 0.3137 5.4518
C6 -1.0445 -0.4785 4.4132
C7 -1.8019 -1.6557 5.0579
C8 -2.7183 -1.0882 6.1054
C9 -1.9565 -0.2643 7.1757
N1 -1.0871 0.7895 6.5655
O10 -0.2288 1.3780 7.5156
C10 -2.9097 0.4730 8.1795
C11 -1.2277 -1.2744 8.1215
C12 0.3370 1.6400 4.7542
H1 1.5949 0.0470 6.5083
H2 1.6328 -0.6471 4.8140
H3 0.9544 -1.5162 6.1879
H4 -1.7393 0.1659 3.9161
H5 -0.4027 -0.8750 3.6140
H6 -1.0893 -2.2767 5.6209
H7 -2.2589 -2.2941 4.3369
H8 -3.1994 -1.8634 6.6973
H9 -3.5514 -0.4997 5.6969
H10 -2.2428 0.8891 8.9269
H11 -3.4044 1.4132 7.9038
H12 -3.5985 -0.1966 8.7146
H13 -0.6828 -1.9181 7.4832
H14 -0.6455 -0.7941 8.8930
H15 -2.0078 -1.8245 8.6778
H16 0.7336 1.4238 3.7868
H17 1.1841 2.0308 5.3434
H18 -0.4984 2.3834 4.6754
H19 -0.0998 2.2844 7.2152
C13 -4.5438 2.5462 5.2718
C14 -5.0847 3.4672 4.1270
C15 -3.9498 4.2073 3.4100
C16 -3.0583 3.2876 2.5831
C17 -3.9854 2.7158 1.5557
C18 -5.2073 1.9488 2.0965
N2 -5.9072 2.8119 3.0660
O11 -6.9783 2.1273 3.6704
C19 -6.1387 1.7398 0.9231
C20 -4.7569 0.5434 2.6347
C21 -5.9619 4.5086 4.8378
H20 -4.2534 3.2839 6.0616
H21 -3.6786 1.9649 5.0429
H22 -5.3243 1.9446 5.7444
H23 -4.4244 5.0043 2.7758
H24 -3.3762 4.7477 4.1653
H25 -2.5744 2.5255 3.2472
H26 -2.1267 3.7234 2.2157
H27 -3.4832 1.8876 0.9626
H28 -4.3730 3.4778 0.8944
H29 -5.5661 1.1381 0.1719
H30 -7.0438 1.2628 1.1161
H31 -6.4718 2.7726 0.5218
H32 -5.6810 0.0345 2.9797
H33 -4.2194 -0.0605 1.9191
H34 -4.1531 0.6784 3.5177
H35 -6.7964 4.0773 5.3704
H36 -6.3361 5.3352 4.1931
H37 -5.3200 4.9947 5.6044
H38 -7.8063 2.4069 3.3111
C22 -3.3518 8.8198 -3.7211
C23 -3.7912 7.4882 -3.1400
C24 -3.0336 6.2910 -3.7229
C25 -1.6025 6.3538 -3.3047
C26 -1.5352 6.1769 -1.8252
C27 -2.3843 7.2126 -1.0199
N3 -3.6139 7.4534 -1.6844
O12 -4.3653 8.3788 -0.9776
C28 -2.5927 6.7153 0.3939
C29 -1.5805 8.4888 -0.8597
C30 -5.3096 7.2126 -3.3546
H39 -2.2925 8.9564 -3.4488
H40 -3.8182 9.6989 -3.2857
H41 -3.3361 8.8923 -4.8098
H42 -3.6281 5.4353 -3.1798
H43 -3.1377 6.1351 -4.7784
H44 -1.2068 7.2927 -3.6011
H45 -1.0175 5.5798 -3.8454
H46 -0.5001 6.2259 -1.4709
H47 -1.9124 5.1685 -1.5893
H48 -3.0201 5.7122 0.3273
H49 -1.6471 6.5265 0.8745
H50 -3.3149 7.2740 0.9589
H51 -0.5997 8.3157 -0.4034
H52 -1.4496 8.8006 -1.8991
H53 -2.2088 9.2431 -0.2595
H54 -5.6936 7.1287 -4.3431
H55 -5.9008 8.0253 -2.8991
H56 -5.5139 6.2842 -2.7946
H57 -3.9401 9.2281 -1.0434
C31 -4.2699 -8.1326 2.9593
C32 -3.1631 -7.7347 1.9186
C33 -3.3883 -8.2015 0.4891
C34 -4.4399 -7.3468 -0.1885
C35 -3.9599 -5.9207 -0.2810
C36 -3.9512 -5.3463 1.1117
N4 -2.9498 -6.2454 1.8286
O13 -2.7134 -5.7510 3.1545
C37 -3.3326 -3.9090 1.1116
C38 -5.3871 -5.2673 1.6811
C39 -1.8065 -8.3542 2.5098
H58 -5.1578 -7.5008 2.9635
H59 -3.7815 -8.1629 3.9593
H60 -4.6041 -9.1362 2.7729
H61 -2.4430 -8.0753 -0.0150
H62 -3.6019 -9.2780 0.4386
H63 -5.3521 -7.3052 0.4060
H64 -4.6386 -7.7452 -1.2282
H65 -4.7360 -5.2851 -0.8051
H66 -2.9781 -5.8042 -0.7211
H67 -3.6831 -3.4577 2.0411
H68 -2.2470 -4.0364 0.9375
H69 -3.7717 -3.3939 0.2529
H70 -5.3314 -5.1360 2.7417
H71 -5.9119 -4.3826 1.2298
H72 -6.0861 -6.1047 1.4395
H73 -1.7723 -8.2750 3.5339
H74 -0.9371 -7.7319 2.1789
H75 -1.5643 -9.4274 2.3145
H76 -3.5696 -6.0652 3.5553
C40 8.5529 1.6302 -3.2952
C41 7.3152 0.7173 -3.1719
C42 7.3495 -0.1682 -4.4052
C43 8.4194 -1.2284 -4.2852
C44 8.1293 -2.0948 -3.1242
C45 8.0554 -1.2830 -1.8259
N5 7.1384 -0.1069 -1.9530
O14 7.2991 0.6547 -0.7633
C46 7.4060 -2.2084 -0.7693
C47 9.4417 -0.9854 -1.1727
C48 6.1666 1.7383 -3.2071
H77 8.7238 1.9504 -4.2942
H78 9.4730 1.1286 -2.9493
H79 8.5317 2.5688 -2.7059
H80 6.4088 -0.6945 -4.6135
H81 7.3736 0.4769 -5.3185
H82 9.3801 -0.8212 -4.1664
H83 8.4403 -1.7868 -5.2153
H84 8.8767 -2.8655 -2.9581
H85 7.1891 -2.6468 -3.2477
H86 8.0230 -3.1613 -0.7386
H87 7.4862 -1.8559 0.2910
H88 6.4499 -2.4935 -1.1341
H89 10.1663 -0.6077 -1.8648
H90 9.3674 -0.2781 -0.3285
H91 9.8307 -1.8899 -0.7182
H92 6.4773 2.6910 -2.7673
H93 5.2905 1.3261 -2.6952
H94 5.8887 1.8627 -4.2618
H95 6.4423 0.5178 -0.2629
C49 0.8684 -8.1901 -4.5534
C50 -0.5063 -7.5742 -4.6089
C51 -1.5909 -8.6059 -4.1684
O15 -0.6187 -6.4075 -3.6472
H96 1.1380 -8.4750 -3.5460
H97 1.6466 -7.6021 -5.0112
H98 0.7052 -9.0824 -5.2107
H99 -0.7732 -7.2029 -5.5791
H100 -2.5642 -8.1663 -4.0256
H101 -1.3577 -9.1087 -3.2231
H102 -1.5942 -9.4368 -4.8754
H103 -1.5332 -6.0746 -3.7076
C52 -2.4661 5.5002 7.4649
C53 -1.5502 4.8401 6.3791
C54 -1.1819 5.8083 5.3016
O16 -0.3450 4.2205 6.9821
H104 -3.4171 5.5875 6.9572
H105 -2.0687 6.4874 7.7763
H106 -2.5841 4.8851 8.3771
H107 -2.1190 4.0073 5.9664
H108 -2.0875 6.0372 4.7025
H109 -0.3611 5.2186 4.7243
H110 -0.7424 6.7308 5.8143
H111 -0.0842 4.6943 7.7791
C55 4.0859 2.4377 0.5941
C56 4.6760 1.3209 1.4377
C57 3.8470 0.7401 2.6124
O17 5.0521 0.1576 0.6038
H112 3.3867 2.0907 -0.2205
H113 4.7865 2.9972 -0.0088
H114 3.5094 3.1680 1.1963
H115 5.6473 1.7670 1.8501
H116 4.3676 -0.0083 3.2843
H117 3.0175 0.2014 2.0983
H118 3.4876 1.6052 3.1558
H119 4.2435 -0.1997 0.1879
C58 -3.6688 1.6775 -4.1786
C59 -2.3158 1.9072 -3.4649
C60 -2.5909 2.2892 -1.9509
O18 -1.4776 0.7168 -3.5328
H120 -3.4099 1.1603 -5.1067
H121 -4.2778 2.5626 -4.3940
H122 -4.3139 1.0339 -3.5358
H123 -1.7289 2.6985 -3.9309
H124 -3.3701 2.9794 -1.9394
H125 -1.6915 2.6472 -1.4147
H126 -2.8401 1.4031 -1.4268
H127 -1.9639 -0.0899 -3.4385
C61 -0.2294 -4.5781 -0.7149
C62 1.2437 -4.6431 -1.0401
C63 1.7333 -6.0356 -0.9115
O19 3.0093 -6.1777 -1.4170
C64 3.5589 -7.4610 -1.2548
N6 1.5181 -4.1917 -2.4019
H128 -0.6062 -3.5450 -0.8752
H129 -0.4474 -4.8169 0.2973
H130 -0.8320 -5.2516 -1.4279
H131 1.7368 -3.9108 -0.3853
H132 1.0437 -6.5709 -1.6086
H133 1.6446 -6.4461 0.1293
H134 4.6182 -7.3972 -1.3000
H135 3.1564 -8.0206 -2.1102
H136 3.2224 -7.9738 -0.3443
H137 1.0614 -4.7715 -3.0674
H138 2.4905 -4.3455 -2.6406
C65 -6.1056 -1.0223 -2.7058
C66 -6.9908 -1.9884 -1.8656
C67 -6.3382 -3.3676 -1.8822
O20 -6.5177 -3.8149 -3.2355
C68 -6.1088 -5.1567 -3.4760
N7 -7.0158 -1.4618 -0.5038
H139 -5.8681 -1.5241 -3.6840
H140 -5.1629 -0.8656 -2.2072
H141 -6.6026 -0.0936 -2.9332
H142 -7.9955 -2.0459 -2.3387
H143 -6.9199 -3.8821 -1.1344
H144 -5.2389 -3.3850 -1.6565
H145 -4.9837 -5.2845 -3.3165
H146 -6.3032 -5.4351 -4.4896
H147 -6.6244 -5.8285 -2.7771
H148 -6.2624 -0.8391 -0.3088
H149 -7.1000 -2.2099 0.1674
C69 4.0343 4.9493 -2.5539
C70 5.1094 5.7797 -1.9997
C71 6.4442 5.1667 -2.1699
O21 7.4710 6.0432 -1.6978
C72 8.8706 5.7912 -1.8587
N8 5.1352 7.0693 -2.7254
H150 4.3392 4.7368 -3.5239
H151 3.0387 5.3979 -2.4490
H152 3.9049 4.0434 -2.0513
H153 5.0260 6.0023 -0.9240
H154 6.7576 4.9288 -3.1782
H155 6.4022 4.2467 -1.5158
H156 9.0656 5.8029 -2.9634
H157 9.0877 4.7935 -1.5160
H158 9.3813 6.6854 -1.4193
H159 4.4170 7.6775 -2.3460
H160 6.0351 7.5316 -2.5225
C73 1.7337 -4.0912 4.3817
C74 1.6346 -4.6138 3.0003
C75 2.9530 -4.4513 2.2183
O22 3.4132 -3.1350 2.3464
C76 4.6859 -3.0146 1.6905
N9 1.2714 -6.0232 2.8817
H161 2.6070 -4.5238 4.9233
H162 0.7786 -4.2056 4.9738
H163 1.9280 -3.0057 4.3623
H164 0.8056 -4.0531 2.5411
H165 2.7984 -4.8045 1.1854
H166 3.6705 -5.2112 2.6310
H167 5.4375 -3.7367 2.0768
H168 5.0236 -1.9639 1.7200
H169 4.6288 -3.2928 0.6597
H170 1.7790 -6.5792 3.5336
H171 0.2208 -6.1327 2.9125
C77 3.6340 6.3761 2.0223
C78 2.5783 6.0511 0.9400
C79 1.5131 5.3165 1.7613
O23 0.2913 4.9655 1.1123
C80 0.1272 3.5311 0.9146
N10 1.9831 7.2217 0.3183
H172 4.3490 7.1589 1.7322
H173 4.2355 5.5206 2.2343
H174 3.0738 6.5939 2.8800
H175 2.9528 5.4155 0.0828
H176 1.2232 5.8689 2.6929
H177 1.9505 4.4139 2.2385
H178 1.1033 2.9670 0.7827
H179 -0.4691 3.3659 0.0166
H180 -0.3257 3.1246 1.7804
H181 1.2384 6.9734 -0.3419
H182 1.6012 7.9376 0.9446
C81 2.1182 1.6268 -4.8154
C82 2.2756 0.1103 -4.8031
C83 3.2416 -0.1891 -3.6264
O24 2.9758 -1.5451 -3.1219
C84 4.0676 -2.2888 -2.5334
N11 0.9609 -0.5606 -4.5943
H183 1.5227 1.9174 -5.6729
H184 3.0445 2.1736 -4.7282
H185 1.5031 1.9051 -4.0005
H186 2.6698 -0.3343 -5.7401
H187 3.0440 0.4810 -2.7814
H188 4.2960 -0.1073 -3.8920
H189 4.9552 -1.6814 -2.3995
H190 4.2561 -3.1741 -3.1419
H191 3.7409 -2.5430 -1.4895
H192 0.4032 -0.7216 -5.4065
H193 0.3019 -0.0010 -4.0599

Cartesian forces (eV/Å) of the 2 atoms listed first:
Fe 0.15 -0.27 0.93
C -2.10 -0.15 -1.09